Model i:
The following is a quantum chemistry calculation of a single C10H13N3 molecule, from the Open Molecules 2025 dataset.

Last column: natural (NBO) charge in e.
Element x y z (Å)
1 C 1.190 -1.829 -0.436  0.283
2 C -2.945 -0.808 0.733  -0.144
3 C -3.375 0.124 -0.191  -0.270
4 C -1.531 -1.107 0.929  -0.251
5 C -2.394 0.720 -0.949  0.043
6 C -0.629 -0.487 0.100  0.204
7 C 1.472 -0.897 1.721  -0.588
8 C 1.175 1.821 0.197  -0.402
9 C 2.001 0.646 -1.690  -0.409
10 C 0.947 -0.587 0.238  -0.022
11 N 1.255 -2.624 -1.249  -0.299
12 N -1.099 0.410 -0.851  -0.441
13 N 1.742 0.580 -0.242  -0.428
14 H -3.602 -1.475 1.330  0.223
15 H -4.407 0.338 -0.363  0.228
16 H -1.236 -1.914 1.535  0.219
17 H -2.449 1.376 -1.804  0.211
18 H 1.290 0.060 2.324  0.220
19 H 2.583 -1.095 1.786  0.239
20 H 0.998 -1.783 2.122  0.209
21 H 0.526 2.287 -0.626  0.180
22 H 0.495 1.618 1.065  0.197
23 H 1.841 2.571 0.383  0.195
24 H 2.956 1.222 -1.944  0.195
25 H 1.957 -0.418 -2.093  0.223
26 H 1.238 1.250 -2.026  0.185

- E_LUMO (eV) = 0.60
- frontier orbital gap (eV) = 9.27


Model ii:
The following is a quantum chemistry calculation of a single C10H13N3 molecule, from the Open Molecules 2025 dataset.

Last column: natural (NBO) charge in e.
Element x y z (Å)
1 C -0.470 0.279 0.781  0.285
2 C -0.181 -2.814 2.937  -0.148
3 C 0.274 -3.693 1.983  -0.256
4 C -0.382 -1.418 2.575  -0.199
5 C 0.441 -3.209 0.670  0.050
6 C -0.181 -1.104 1.250  0.087
7 C -1.673 1.840 -0.965  -0.664
8 C 0.999 2.861 -1.435  -0.417
9 C 0.975 0.554 -2.015  -0.418
10 C -0.429 1.290 -0.269  0.183
11 N -0.504 1.449 1.271  -0.328
12 N 0.208 -1.935 0.309  -0.400
13 N 0.782 1.493 -0.910  -0.455
14 H -0.420 -3.099 3.847  0.204
15 H 0.527 -4.752 2.089  0.228
16 H -0.794 -0.649 3.273  0.241
17 H 0.791 -3.769 -0.128  0.194
18 H -1.635 2.875 -1.395  0.216
19 H -2.480 1.920 -0.259  0.225
20 H -1.990 1.263 -1.850  0.214
21 H 0.739 3.632 -0.751  0.206
22 H 1.996 3.046 -1.753  0.204
23 H 0.302 3.062 -2.259  0.164
24 H 0.804 -0.444 -1.675  0.226
25 H 0.342 0.759 -2.872  0.160
26 H 1.958 0.563 -2.451  0.197

- E_LUMO (eV) = 0.38
- frontier orbital gap (eV) = 8.94


model i is favored, and the nearest alternative lies 0.0123 hartree above it.


Model i:
The following is a quantum chemistry calculation of a molecular structure, C4H19NO5, from the Open Molecules 2025 dataset.

Last column: natural (NBO) charge in e.
Element x y z (Å)
1 O 1.802 1.547 1.125  -0.956
2 H 1.744 2.372 1.606  0.482
3 H 2.633 1.163 1.407  0.498
4 O 1.847 0.550 -0.843  -0.993
5 H 2.473 1.140 -1.264  0.444
6 H 1.751 0.896 0.045  0.464
7 O 4.613 0.967 -1.037  -0.873
8 H 4.777 1.716 -1.609  0.504
9 H 4.937 0.213 -1.530  0.506
10 O 3.901 1.182 0.870  -0.978
11 H 4.052 0.919 -0.038  0.458
12 H 4.737 1.553 1.154  0.463
13 C -2.979 -1.590 1.434  -0.626
14 C -3.393 -0.858 0.159  -0.063
15 C -2.503 0.128 -0.468  -0.079
16 O -1.507 -0.624 -1.089  -0.564
17 C -0.238 -0.200 -0.679  -0.273
18 N -3.859 -1.886 -0.756  -0.846
19 H -2.804 -0.864 2.228  0.196
20 H -2.084 -2.209 1.506  0.213
21 H -3.878 -2.097 1.787  0.207
22 H -4.300 -0.316 0.427  0.167
23 H -2.184 0.778 0.347  0.185
24 H -3.038 0.642 -1.266  0.182
25 H 0.006 -0.376 0.368  0.158
26 H -0.064 0.835 -0.974  0.185
27 H 0.576 -0.817 -1.059  0.219
28 H -3.899 -2.834 -0.410  0.354
29 H -3.119 -1.930 -1.442  0.366

- E_LUMO (eV) = -0.20
- frontier orbital gap (eV) = 8.16


Model ii:
The following is a quantum chemistry calculation of 6 unconnected molecules or ions with the total composition C4H19NO5, from the Open Molecules 2025 dataset.

Last column: natural (NBO) charge in e.
Element x y z (Å)
1 C -0.463 1.428 -1.315  -0.608
2 C 0.598 0.899 -0.396  -0.491
3 C 0.496 -0.446 0.004  0.166
4 C -0.633 -1.133 0.173  -0.503
5 N 1.766 -1.179 -0.118  -0.896
6 H -0.502 0.913 -2.325  0.191
7 H -1.516 1.381 -0.858  0.242
8 H -0.288 2.440 -1.618  0.224
9 H 1.648 1.217 -0.827  0.202
10 H 0.538 1.643 0.468  0.258
11 H -1.610 -0.625 -0.089  0.233
12 H -0.608 -2.198 0.581  0.217
13 H 2.415 -0.983 -0.909  0.386
14 H 1.603 -2.229 -0.137  0.380
15 H 0.310 -2.135 -1.893  0.472
16 H 0.896 -2.402 -3.228  0.466
17 O 0.194 -2.745 -2.638  -0.940
18 H 0.904 0.856 2.660  0.498
19 H -0.051 1.358 3.718  0.456
20 O -0.097 0.846 2.954  -0.987
21 H -1.771 -0.350 -2.177  0.463
22 H -2.194 -1.603 -2.648  0.468
23 O -2.489 -0.710 -2.737  -0.933
24 H 2.374 -0.432 2.911  0.496
25 H 2.654 0.152 1.480  0.502
26 O 2.407 0.412 2.350  -0.945
27 H -1.741 3.308 1.661  0.454
28 H -1.227 2.057 2.147  0.484
29 O -1.789 2.371 1.461  -0.952

- E_LUMO (eV) = 0.31
- frontier orbital gap (eV) = 9.18


model ii is favored, and the nearest alternative lies 0.1463 hartree above it.